# 1
Formula: CH6P4
Source: the Open Molecules 2025 dataset
Level of theory: wB97M-V/def2-TZVPD

Each line ends with the Mulliken charge.
Element x y z (Å)
P: -2.1800 -0.9393 0.6459  -0.175
P: -0.6702 -0.2474 -0.7540  0.007
P: 0.7012 -1.8834 -0.6990  -0.048
P: 1.3461 -0.8096 1.0933  0.005
C: 0.4635 0.6367 0.5312  -0.639
H: -2.8259 -1.5605 -0.3338  0.065
H: 1.8306 -0.2148 -2.0138  -0.024
H: -2.8684 0.4013 0.7728  0.091
H: -0.0644 1.3355 1.3159  0.372
H: 2.6211 -0.2152 0.9624  0.066
H: 1.2569 1.2618 -0.1507  0.280

Calculated values
HOMO level (spin up / spin down) ... -7.8 / -8.1 eV
Spin multiplicity ... 1
LUMO energy (spin up / spin down) ... -0.0392 / -0.0519 Ha
ΔE to the lowest compared entry with this formula, charge and spin ... 89.41 kcal/mol
Electronic energy ... -38284.5628 eV

# 2
Formula: C40H61As3FN4OPSe2SiTi
Source: the Open Molecules 2025 dataset
Level of theory: wB97M-V/def2-TZVPD

Each line ends with the Mulliken charge.
Element x y z (Å)
Se: -0.5940 -1.9678 -0.7465  -1.069
Se: -2.1871 2.2457 -4.4674  -0.643
As: 1.8222 -1.4990 2.1457  0.787
As: 3.3427 -2.0768 -1.1387  0.742
As: 6.7267 -3.8512 2.9557  0.278
Ti: -0.5350 0.3478 -1.1286  1.639
P: -1.9958 0.3061 -3.5019  -0.317
Si: 2.0711 1.5323 -2.8529  0.394
F: 0.0116 1.0125 1.0081  0.768
O: -1.8168 1.8749 -0.7352  0.027
N: 1.3376 1.2967 -1.2965  1.129
N: -5.0081 4.9706 0.8078  -0.713
N: -4.0707 1.9942 -0.7451  -0.041
N: -0.5998 4.9004 0.8779  -0.726
C: 2.5328 -3.6192 -2.0507  -1.329
C: 0.5840 -2.8185 2.9287  -1.428
C: 4.5171 -3.0529 0.1468  -1.822
C: 5.0300 -4.4742 2.1345  -2.212
C: -1.2549 -1.5752 -7.1044  -0.535
C: 3.5323 -2.4807 2.4485  -1.661
C: -2.2249 1.6377 3.5179  -0.894
C: -0.8891 -3.1911 -5.3714  -0.786
C: -1.5824 -0.6242 -6.1478  -0.408
C: -6.1080 -0.1041 -3.3542  -0.641
C: -1.2151 -2.2415 -4.4132  -0.090
C: 1.7484 2.0270 -0.2073  0.429
C: 3.1553 3.6035 1.0283  -1.184
C: -0.9084 -2.8630 -6.7199  -0.505
C: -4.0142 4.4400 0.5415  -0.638
C: 1.5877 3.1919 -3.5869  -1.151
C: -3.8961 -1.3678 -2.2553  0.433
C: -2.8132 3.7693 0.2408  0.794
C: -4.8294 0.3221 -3.6841  -0.040
C: -2.8561 2.5230 -0.4331  0.293
C: 2.0329 -0.4764 3.8283  -1.326
C: 1.0838 1.8798 1.0178  0.087
C: -1.5707 -0.9487 -4.7944  0.514
C: -2.8704 -0.2149 1.9959  -1.711
C: -3.7091 -0.3029 -3.1374  -0.264
C: 2.7648 -4.5086 1.1734  -1.882
C: -1.5828 4.3761 0.5744  0.028
C: 2.4529 3.4043 2.2063  -0.760
C: 3.9528 -3.5847 1.4677  3.117
C: 7.2236 -2.1762 2.0519  -1.058
C: 1.5351 0.1283 -3.9880  -1.016
C: -4.6425 1.3131 2.8895  -1.524
C: -5.1768 -1.7898 -1.9243  -0.844
C: -6.2865 -1.1590 -2.4685  -0.402
C: 1.3801 2.5202 2.1891  -0.153
C: 2.8190 2.9406 -0.1428  -0.489
C: 4.8231 -1.9279 -2.4469  -1.434
C: 3.9750 1.4640 -2.7750  -1.362
C: 6.0705 -3.0277 4.6201  -1.058
C: -3.3096 0.6156 3.1469  1.382
H: 2.2834 -1.1340 4.6646  0.458
H: 0.5040 3.2460 -3.7012  0.097
H: -0.2443 -2.2589 3.3668  0.472
H: 8.0789 -1.7733 2.5965  0.402
H: 2.6991 3.9487 3.1076  0.369
H: 6.4261 -1.4365 2.0487  0.255
H: 0.8109 0.4557 -4.7362  0.396
H: 5.4732 -2.1364 4.4440  0.230
H: 5.5695 -1.2203 -2.0863  0.380
H: -4.6739 1.1632 -4.3509  0.300
H: 5.3336 -2.3558 0.3441  0.001
H: -3.0333 -1.8387 -1.7958  0.018
H: 2.4015 -0.2820 -4.5146  0.580
H: 4.3553 0.9504 -3.6619  0.532
H: 5.2927 -2.8993 -2.6191  0.464
H: -1.2633 -1.3048 -8.1544  0.372
H: 1.0654 -3.4163 3.7063  0.449
H: -7.2848 -1.4791 -2.1938  0.345
H: 1.0764 -0.6918 -3.4256  -0.041
H: 2.8109 0.2764 3.6990  0.329
H: -1.8842 -0.6609 1.9908  0.386
H: 2.2337 -3.2770 -3.0431  0.415
H: -1.8382 0.3903 -6.4317  0.299
H: 0.7603 2.3399 3.0570  0.265
H: -2.5021 2.1988 4.4143  0.527
H: 3.0662 -5.3213 0.5072  0.497
H: 5.4694 -3.7569 5.1639  0.317
H: -6.9683 0.3987 -3.7812  0.367
H: 3.9798 4.3068 1.0072  0.357
H: 2.0403 3.3234 -4.5745  0.380
H: 5.3435 -5.2360 1.4135  0.500
H: -5.4136 0.5914 2.6124  0.382
H: 3.3899 3.1549 -1.0334  0.286
H: -1.2714 1.1378 3.7036  -0.157
H: 3.2496 -4.4389 -2.1439  0.416
H: -0.6038 -4.1880 -5.0558  0.417
H: -3.4351 -0.0433 4.0243  0.307
H: -3.4823 -0.3677 1.1174  0.453
H: -4.5441 2.0281 2.0722  0.231
H: -4.0631 1.2577 -1.4378  -0.226
H: -4.8667 2.6105 -0.7576  0.270
H: -1.1567 -2.4893 -3.3587  0.097
H: -2.0748 2.3462 2.7004  0.104
H: 4.4204 -1.5492 -3.3857  0.312
H: 7.5346 -2.3801 1.0286  0.303
H: 4.3013 -1.7039 2.4913  -0.021
H: 0.1776 -3.4548 2.1456  0.250
H: -0.6463 -3.6044 -7.4667  0.348
H: 1.6309 -3.9339 -1.5323  0.272
H: 1.9506 -3.9662 0.6885  -0.158
H: 4.5693 -5.0216 2.9667  0.540
H: -4.9804 1.8566 3.7747  0.429
H: 4.9470 -3.8934 -0.4128  0.519
H: 3.4570 -2.9117 3.4534  0.626
H: -5.3006 -2.6037 -1.2204  0.408
H: 1.9146 4.0149 -2.9471  0.299
H: 6.9346 -2.7709 5.2341  0.417
H: 4.4386 2.4525 -2.7521  0.476
H: 2.3731 -4.9459 2.0949  0.468
H: 4.3126 0.9117 -1.8968  0.298
H: 1.0969 0.0396 4.0443  0.188

Calculated values
HOMO level (spin up / spin down) ... -2.1 / -2.1 eV
Spin multiplicity ... 3
LUMO energy (spin up / spin down) ... 0.1434 / 0.1434 Ha
⟨S²⟩ ... 2.013
ΔE to the lowest compared entry with this formula, charge and spin ... 0.00 kcal/mol
Net charge ... -2
Electronic energy ... -406690.3870 eV

# 3
Formula: C7H9F
Source: the Open Molecules 2025 dataset
Level of theory: wB97M-V/def2-TZVPD

Each line ends with the Mulliken charge.
Element x y z (Å)
F: -0.3271 0.5480 -2.3305  -0.341
C: -0.8700 0.6048 0.0683  -0.357
C: 0.2090 0.6091 -1.0556  0.025
C: 0.0783 0.7088 1.2749  -0.255
C: 0.3186 -0.4884 2.1444  -0.731
C: 1.1158 -0.3216 0.8778  -0.180
C: -0.9862 -0.9090 -0.2210  -0.898
C: 0.5459 -0.7886 -0.4625  -0.422
H: 0.9564 1.3893 -1.0648  0.426
H: 0.8621 -0.2859 3.0732  0.256
H: -1.7456 1.2922 0.0241  0.420
H: 1.1110 -1.5183 -1.0380  0.466
H: 2.2094 -0.1039 0.9541  0.361
H: -1.4857 -1.0628 -1.1663  0.305
H: -1.3512 -1.5498 0.5438  0.362
H: 0.3396 1.6937 1.6448  0.409
H: -0.4212 -1.2771 2.2460  0.154

Calculated values
HOMO level ... -9.9 eV
Spin multiplicity ... 1
LUMO energy ... 0.0414 Ha
ΔE to the lowest compared entry with this formula, charge and spin ... 26.24 kcal/mol
Electronic energy ... -10120.2928 eV

# 4
Formula: C3H5IN2
Source: the Open Molecules 2025 dataset
Level of theory: wB97M-V/def2-TZVPD

Each line ends with the Mulliken charge.
Element x y z (Å)
I: -4.8871 0.0837 -0.1015  0.096
N: -3.0472 -0.5812 0.3462  -0.509
N: -0.7889 -1.7786 0.5786  -0.570
C: -2.0249 0.0658 -0.0689  -0.126
C: 0.4676 0.1659 -0.3426  -1.246
C: -0.7192 -0.6186 0.0925  0.660
H: -2.0099 1.1175 -0.1272  0.379
H: 1.3326 -0.3487 0.0144  0.393
H: 0.5307 1.1453 0.1392  0.341
H: 0.2025 -2.0119 0.6260  0.269
H: 0.3941 0.1758 -1.3843  0.314

Calculated values
HOMO level ... -9.1 eV
Spin multiplicity ... 1
LUMO energy ... -0.0068 Ha
ΔE to the lowest compared entry with this formula, charge and spin ... 22.33 kcal/mol
Electronic energy ... -14270.6376 eV

# 5
Formula: C26H58BBrNO12P2
Source: the Open Molecules 2025 dataset
Level of theory: wB97M-V/def2-TZVPD

Each line ends with the Mulliken charge.
Element x y z (Å)
Br: -3.2909 -3.2605 0.7099  -0.542
P: 3.9594 -4.4887 -1.6913  1.021
P: -6.4517 4.0818 1.8325  1.061
O: 5.1863 -3.9970 -2.6568  -0.404
O: 4.3095 -6.0714 -1.6101  -0.326
O: -8.0377 3.9086 2.1528  -0.293
O: 4.6026 2.0923 -2.3736  -0.346
O: -1.6178 -0.8150 0.1732  -1.064
O: -6.5198 5.3436 0.8539  -0.316
O: 3.5817 2.6288 -4.2674  -0.577
O: -0.6744 -2.3846 1.5822  -0.756
O: -5.7128 3.4692 2.9514  -0.802
O: -6.2781 2.9967 0.6413  -0.251
O: 4.3208 -3.8885 -0.3970  -0.704
O: 2.8724 -4.5086 -2.8522  -0.286
N: -1.3162 2.3459 1.0229  -0.244
C: 2.1911 -7.2251 -1.1860  -0.926
C: 3.5826 -6.8878 -0.6821  -0.327
C: 3.1560 -4.5806 -4.2545  -0.206
C: 3.5175 2.1250 -3.1931  0.496
C: 2.2645 1.4488 -2.7022  -0.533
C: 4.4384 2.7978 -1.1365  -1.120
C: 4.7040 0.5841 0.1241  0.147
C: 2.2545 -0.9894 2.4603  -1.846
C: 4.4552 -0.0476 1.5198  -1.300
C: 3.9705 1.9223 0.0203  0.333
C: -0.3426 3.1910 1.7304  -0.914
C: 7.3355 -3.3137 -1.7914  -1.279
C: -8.2744 4.8424 -0.8151  -0.935
C: 5.9894 -2.8665 -2.3194  0.353
C: -1.6541 1.0962 1.7300  -1.076
C: 1.4250 0.2733 2.2052  -0.617
C: 0.5421 0.1158 0.9388  -1.250
C: -8.5882 4.5648 3.2953  -0.356
C: -0.9399 -0.1506 1.2096  2.339
C: 3.8070 -5.8731 -4.6890  -0.961
C: -6.8569 5.2851 -0.5395  -0.188
C: -1.0811 -1.2568 2.2990  -1.314
C: -5.7622 0.6587 1.0173  -1.114
C: 3.3904 -1.1723 1.4462  0.037
C: -8.8105 6.0475 3.0511  -0.946
C: -5.2227 2.0196 0.6386  -0.099
B: -1.4431 -2.2615 0.3414  1.469
H: -9.3330 6.4997 3.8953  0.405
H: 3.8879 -2.0965 1.7439  0.402
H: 7.9381 -2.4565 -1.4865  0.410
H: -4.8231 1.9828 -0.3766  0.348
H: 3.5309 -6.3897 0.2893  0.288
H: -4.9613 -0.0815 1.0637  0.337
H: 3.2476 -6.7336 -4.3226  0.177
H: 5.3969 -0.4696 1.8654  0.457
H: 2.8932 1.7579 -0.0321  -0.711
H: 0.1274 2.6872 2.5729  0.319
H: 4.4360 -0.1069 -0.6716  -0.191
H: 2.0537 1.1581 2.0914  0.487
H: 3.0122 -1.3071 0.4343  0.140
H: 4.8256 -5.9558 -4.3142  0.269
H: -6.7277 6.3068 -0.9015  0.358
H: 0.9578 -0.6840 0.3273  0.630
H: 1.5908 1.2316 -3.5232  0.439
H: 0.4197 3.5342 1.0252  0.175
H: 2.5515 0.5131 -2.2219  0.143
H: 7.2138 -3.9805 -0.9376  0.284
H: 7.8778 -3.8692 -2.5587  0.321
H: 6.1249 -2.2893 -3.2376  0.372
H: -6.2647 0.6967 1.9848  0.241
H: 4.1751 2.4738 0.9408  0.595
H: -8.4959 4.9760 -1.8752  0.404
H: 2.7499 -0.8723 3.4342  0.362
H: -1.4886 1.1872 2.8107  0.108
H: 5.3664 3.2899 -0.8487  0.445
H: 2.2388 -7.6572 -2.1863  0.194
H: -2.1622 2.8951 0.9730  0.325
H: 1.7447 2.0688 -1.9723  0.106
H: 4.0803 0.7136 2.2015  0.640
H: 3.7138 3.6050 -1.2859  0.450
H: -7.9404 4.4079 4.1621  0.307
H: -0.5713 -1.1143 3.2526  0.311
H: -7.8620 6.5706 2.9156  0.265
H: -0.8161 4.0913 2.1366  0.348
H: -4.4085 2.3188 1.2963  0.020
H: -2.7145 0.9099 1.5576  0.022
H: -6.5001 0.3286 0.2847  0.338
H: 3.8425 -5.9121 -5.7791  0.407
H: 1.6221 -1.8732 2.5226  0.436
H: 5.7780 0.7905 0.0645  0.470
H: 0.6867 1.0352 0.3620  -0.036
H: 3.7322 -3.7145 -4.5734  0.253
H: 4.1652 -7.8003 -0.5553  0.304
H: -2.1620 -1.2417 2.5159  0.553
H: 2.1833 -4.4932 -4.7407  0.367
H: -9.3976 6.2042 2.1459  0.191
H: -1.0033 -2.8636 -0.6070  -0.359
H: -8.9862 5.4243 -0.2293  0.176
H: 5.4826 -2.2207 -1.6043  -0.249
H: -9.5400 4.0759 3.5021  0.310
H: 1.5670 -6.3321 -1.2481  0.257
H: 1.7043 -7.9342 -0.5161  0.405
H: -8.4217 3.7925 -0.5689  0.265
H: 0.8158 0.4441 3.0944  0.629
H: -6.1353 4.6784 -1.0821  0.241

Calculated values
HOMO level ... -4.9 eV
Spin multiplicity ... 1
LUMO energy ... 0.0811 Ha
Net charge ... -1
Electronic energy ... -143266.6916 eV

# 6
Formula: C11H13ClN2OS
Source: the Open Molecules 2025 dataset
Level of theory: wB97M-V/def2-TZVPD

Each line ends with the Mulliken charge.
Element x y z (Å)
Cl: 0.5783 -4.2444 -1.5169  -0.214
S: 0.2215 -2.7579 1.4194  0.344
O: -1.0993 -3.4287 1.2716  -0.590
N: 0.0498 2.7632 -0.7871  -0.379
N: -0.0339 0.3664 1.0465  0.209
C: 0.9369 -1.8150 -2.5217  -0.984
C: 0.4297 -0.4087 -0.0480  0.461
C: -0.9657 1.5870 1.0254  -0.409
C: 0.6429 -2.4623 -1.3334  0.250
C: 0.4276 -1.7822 -0.1189  0.399
C: 0.0468 -0.2652 2.4426  -1.038
C: 0.7641 0.2985 -1.2123  0.162
C: 1.1205 -0.4377 -2.4072  -0.844
C: -1.1924 2.1519 -0.2953  -0.833
C: -0.7448 -1.4395 2.3489  -0.627
C: 1.1100 1.8640 -1.2008  -0.692
H: 1.4508 0.1464 -3.2027  0.401
H: -0.1415 3.4554 -1.4884  0.264
H: -2.0338 2.8738 -0.2077  0.424
H: 1.2702 -2.4878 -3.3019  0.367
H: -1.6861 -1.2297 1.7047  0.289
H: -0.3825 0.3707 3.2184  0.425
H: -1.9677 1.2657 1.5485  0.355
H: 1.9991 1.9783 -0.6208  0.275
H: -1.1037 -1.7992 3.2571  0.618
H: -0.4780 2.4041 1.6492  0.269
H: 1.0544 -0.4423 2.7026  0.395
H: 1.2982 2.0399 -2.3616  0.314
H: -1.5714 1.4354 -1.0101  0.387

Calculated values
HOMO level ... -8.1 eV
Spin multiplicity ... 1
LUMO energy ... 0.0201 Ha
ΔE to the lowest compared entry with this formula, charge and spin ... 48.73 kcal/mol
Electronic energy ... -39999.5110 eV